(1)
Density functional theory data (the ωB97M-V functional and the def2-TZVPD basis) for 2 unconnected molecules or ions with the total composition C3H9NO in a non-equilibrium geometry.

Computed properties:
HOMO energy	-9.14	eV
energy above the lowest of the compared OMol25 structures with the same formula, charge and spin	82.39	kcal/mol
strongest force on any atom	4.25	eV/Å
gap between HOMO and LUMO	0.370	hartree
total charge	0
E	-6791.4830	eV
structure (SMILES)	C=C.NCO

The geometry in XYZ format:
```
14
Properties=species:S:1:pos:R:3:forces:R:3:lowdin_charge:R:1
H 0.3388 0.3542 -1.5063 1.210 -0.781 0.713 0.0219
C 0.8047 -0.1594 -2.3541 -1.049 -0.876 -1.215 -0.0654
C -0.2503 0.6445 1.5238 2.407 3.497 0.270 -0.4167
H -0.0970 1.7841 1.5593 -0.914 -1.181 -0.311 0.1399
H 0.1861 -2.0429 -1.8443 -1.141 -0.742 0.571 0.0162
H -0.4918 0.3985 0.5365 0.276 -0.762 -1.781 0.0719
H 1.6080 0.3599 2.5395 -1.554 0.374 -0.403 0.1008
N -1.3088 0.3940 2.3770 -1.842 -0.613 2.569 0.0004
H -1.8099 -0.5052 2.5528 1.063 1.087 -0.944 0.1018
H 1.3561 0.5613 -2.9863 -0.851 -0.646 -0.316 0.0439
H -1.9292 1.1849 2.2552 -0.319 -0.519 0.561 0.0726
O 1.0763 0.2113 1.7287 0.855 -1.885 0.074 -0.0776
C 0.4041 -1.4411 -2.6826 0.491 3.371 -0.181 -0.0604
H 0.1129 -1.7440 -3.6994 1.370 -0.324 0.394 0.0507
```
Positions in Å, forces in eV/Å.


(2)
Density functional theory data (the ωB97M-V functional and the def2-TZVPD basis) for 2 unconnected molecules or ions with the total composition C17H27ClNO6PS in a non-equilibrium geometry.

Computed properties:
HOMO energy	-8.94	eV
strongest force on any atom	5.99	eV/Å
gap between HOMO and LUMO	0.334	hartree
total charge	0
E	-64486.1868	eV
structure (SMILES)	C[C@]1(CCCCS(=O)(=O)Cl)OC(=O)O[C@@]1(CCCO)[PH2]=N.c1ccccc1

The geometry in XYZ format:
```
54
Properties=species:S:1:pos:R:3:forces:R:3:lowdin_charge:R:1
H 0.8555 3.5516 1.2565 -0.166 -0.208 0.892 0.0256
H -1.4781 -2.6449 -0.1818 0.320 -0.200 -0.442 0.1108
O 0.3833 -3.2666 1.3082 -0.822 -1.051 -0.834 -0.3360
H -2.6209 3.1121 0.8151 0.034 -0.060 0.221 0.1283
H -0.1654 -0.3327 1.3833 -0.239 0.023 -0.223 0.0779
H 0.8011 -0.7179 -0.9865 -0.181 -0.137 0.451 0.0867
H 4.9258 -2.1744 -5.7320 -0.008 -0.022 0.005 0.0997
C -1.9448 0.6597 2.1202 -1.534 -1.263 -0.507 -0.3868
H -2.3631 5.3877 1.5876 0.118 -0.198 0.031 0.1162
C -1.2564 -0.4316 1.2824 -0.439 0.243 -0.282 -0.1407
C 2.4534 -4.4880 -5.7853 -0.011 -0.005 -0.007 -0.0992
H -1.5527 4.6609 3.9716 -0.165 0.465 -0.172 0.1222
H 1.2746 1.4996 2.2147 -0.435 0.378 0.468 0.0488
C 4.1652 -2.8521 -5.3638 0.020 0.010 -0.001 -0.0974
H -3.8600 1.3369 2.7589 -0.165 0.017 -0.349 0.0928
C -0.7979 0.8487 4.0495 -4.464 1.591 -3.664 -0.5796
C 2.9450 -3.8149 -3.5273 -0.072 -0.020 0.035 -0.1317
O 0.3912 4.7099 3.3487 0.253 0.016 -0.098 -0.1034
O 2.0031 -1.5717 1.2359 1.018 0.923 -0.775 -0.3465
O -0.9510 2.1299 3.5573 1.139 0.977 0.240 -0.0214
H 4.4951 -2.3472 -3.3037 -0.010 -0.016 -0.006 0.1026
S 1.2673 -2.5221 0.4740 -0.268 0.349 1.821 0.3565
C 0.4026 -1.7409 -0.9138 0.348 -0.587 -0.892 -0.2393
C -3.4813 0.6923 1.9606 0.470 0.085 -0.124 -0.0015
H 3.6283 -3.5546 -7.3192 -0.008 0.005 0.017 0.0993
H 0.4550 4.0490 4.0493 -0.218 0.106 -0.180 0.0836
C 2.2081 -4.5815 -4.4218 0.011 0.023 -0.023 -0.0934
H 2.7573 -3.8907 -2.4591 0.086 0.013 -0.772 -0.0389
H -0.9910 6.2078 3.2052 -0.019 -0.200 0.204 0.1162
H -3.9020 -0.3020 2.1462 0.291 0.075 -0.140 0.1046
O -0.0024 0.4876 4.7746 3.153 -1.354 3.400 0.2520
C -2.2195 3.2742 1.8278 0.486 0.363 -1.128 -0.1475
P 0.4227 2.2181 1.3446 0.138 -0.831 -2.455 0.8895
H 0.7183 -2.2486 -1.8358 0.121 -0.130 0.379 0.0877
C -1.1302 -1.8147 -0.8063 -0.431 0.847 0.449 -0.2009
H -2.8136 -0.5484 -0.2394 0.204 -0.272 0.137 0.1072
C -1.2889 2.0941 2.1236 0.146 -0.308 2.304 -0.3790
N 0.4955 1.5916 -0.1180 -0.023 0.505 0.273 -0.2839
C -0.9624 5.1129 3.1624 0.073 -0.347 -0.103 -0.2456
H -3.0860 3.3287 2.4923 0.297 -0.412 0.144 0.1245
Cl 2.6499 -3.8672 -0.2853 -0.427 0.352 0.495 0.4406
C -1.5575 4.6719 1.8125 -0.479 0.019 0.308 -0.1865
H 1.4417 -5.2540 -4.0547 0.026 0.000 -0.003 0.1009
H 1.8802 -5.0876 -6.4819 0.015 0.007 0.011 0.0992
H -1.3938 0.3124 -0.7988 0.025 0.043 0.458 0.0923
H -3.7912 1.0254 0.9660 -0.057 0.107 0.276 0.0882
O -1.8282 0.1499 3.4844 1.492 0.337 0.128 0.0709
H -1.4934 -1.3934 1.7560 -0.077 0.282 0.072 0.1352
C 3.4342 -3.6251 -6.2560 -0.011 0.005 0.008 -0.0992
H 0.8143 2.3058 -0.7677 -0.048 -0.177 -0.041 -0.0278
C 3.9223 -2.9482 -4.0001 -0.018 0.004 -0.017 -0.0904
C -1.7180 -0.5282 -0.1742 0.428 -0.184 -0.533 -0.1987
H -1.5134 -1.9079 -1.8283 0.018 -0.204 0.226 0.1164
H -0.8573 4.7781 0.9760 0.068 0.016 0.315 0.0988
```
Positions in Å, forces in eV/Å.


(3)
Density functional theory data (the ωB97M-V functional and the def2-TZVPD basis) for 3 unconnected molecules or ions with the total composition C4H16NO2 in a non-equilibrium geometry.

Computed properties:
HOMO energy	-15.10	eV
energy above the lowest of the compared OMol25 structures with the same formula, charge and spin	17.50	kcal/mol
strongest force on any atom	1.52	eV/Å
gap between HOMO and LUMO	0.441	hartree
total charge	+1
E	-9986.6226	eV

The geometry in XYZ format:
```
23
Properties=species:S:1:pos:R:3:forces:R:3:lowdin_charge:R:1
H -1.8990 0.3298 0.7086 -0.320 0.318 0.433 0.0520
H -3.1282 1.3361 -0.0810 -0.025 -0.051 0.081 0.0763
H 1.3670 -1.2530 -1.4446 -0.314 -0.435 0.412 0.1312
H 0.9568 0.3044 -1.8565 -0.435 0.355 0.427 0.1374
C -2.0759 1.0654 -0.0814 0.220 -1.123 0.113 -0.0884
O -0.6312 -1.2598 2.7387 0.469 -0.038 -0.860 -0.0496
H 2.0466 -0.1223 0.3596 0.347 1.002 0.035 0.0922
H 4.2761 0.2394 0.7715 -0.075 0.151 -0.158 0.0807
N 1.0374 -0.0574 0.2449 -0.889 -1.100 -0.567 0.1905
H 0.6636 0.8717 0.4033 0.238 0.166 0.478 0.1521
H 3.8649 1.6983 0.6230 -0.109 0.033 -0.080 0.0782
H -1.5459 1.9793 0.1760 0.434 0.030 -0.342 0.0669
H 0.6368 -0.7165 0.9217 -0.493 0.235 0.050 0.1274
H -1.3032 0.9818 -2.1160 -0.018 0.009 -0.206 0.1087
H -1.4914 -1.1617 3.1548 0.118 0.126 0.273 0.0570
H -2.6986 0.0025 -1.7862 0.158 -0.293 -0.191 0.1111
H -0.9950 -1.5960 -0.4524 -0.454 0.120 -0.161 0.1230
C -1.7281 0.2935 -1.3864 -0.803 0.975 0.039 -0.2384
O 3.5566 0.8014 0.4450 0.667 -0.222 0.297 -0.0383
C -0.8078 -0.9035 -1.2836 1.283 0.276 0.319 -0.1870
C 0.6551 -0.4782 -1.1508 0.760 -0.359 -0.728 -0.1518
H 0.0527 -0.8767 3.2938 -0.392 -0.011 0.510 0.0471
H -0.8092 -1.4787 -2.2022 -0.367 -0.165 -0.174 0.1215
```
Positions in Å, forces in eV/Å.


(4)
Density functional theory data (the ωB97M-V functional and the def2-TZVPD basis) for a molecular structure, C3H5LiO3Tl in a non-equilibrium geometry.

Computed properties:
HOMO energy	-13.64	eV
energy above the lowest of the compared OMol25 structures with the same formula, charge and spin	1.11	kcal/mol
strongest force on any atom	6.54	eV/Å
gap between HOMO and LUMO	0.344	hartree
total charge	+1
E	-14226.9062	eV

The geometry in XYZ format:
```
13
Properties=species:S:1:pos:R:3:forces:R:3:lowdin_charge:R:1
O -1.7365 -2.3072 -1.1421 0.767 0.306 1.039 0.1356
Li -1.0485 1.0057 -0.2349 0.002 -0.499 -0.253 0.7414
H 1.6785 0.7158 -1.4805 -0.185 0.113 0.345 0.1392
O -0.2687 -0.8541 -0.3873 0.519 1.750 -0.356 -0.1239
C 1.5674 0.6600 -0.3818 0.864 -0.989 -0.603 -0.3308
C -0.8947 -2.0318 -0.3308 -1.543 -1.637 -0.666 -0.3267
C 1.1255 -0.7408 -0.0018 0.124 -0.346 0.572 -0.1291
H 2.5808 0.8043 0.0383 -0.296 -0.023 -0.098 0.1275
O 0.6543 1.5953 0.1075 -1.759 -4.608 -2.500 -0.7021
H -0.6281 -2.6612 0.5389 0.160 0.052 -0.307 0.1688
H 1.7069 -1.5172 -0.5145 -0.097 0.246 0.115 0.1507
Tl 1.0356 3.2751 0.9648 1.372 5.693 2.901 1.0071
H 1.1848 -0.8753 1.0863 0.072 -0.058 -0.190 0.1423
```
Positions in Å, forces in eV/Å.


(5)
Density functional theory data (the ωB97M-V functional and the def2-TZVPD basis) for 5 unconnected molecules or ions with the total composition C5H22NO6 in a non-equilibrium geometry.

Computed properties:
HOMO energy (alpha / beta)	-2.47 / -10.53	eV
energy above the lowest of the compared OMol25 structures with the same formula, charge and spin	33.64	kcal/mol
strongest force on any atom	3.21	eV/Å
gap between HOMO and LUMO (alpha / beta)	0.098 / 0.390	hartree
spin multiplicity	2
total charge	0
E	-19312.3225	eV
⟨S²⟩	0.75

The geometry in XYZ format:
```
34
Properties=species:S:1:pos:R:3:forces:R:3:mulliken_spin:R:1
O -0.1820 0.2620 -3.3219 0.326 -0.026 -1.048 -0.2232
H -1.5644 0.2968 -1.9732 0.285 1.119 1.001 0.0078
C -0.7067 0.9816 -2.1787 0.032 -2.491 -2.021 0.0764
H -1.3592 -2.0994 1.3387 -0.516 0.267 0.614 0.0170
H 1.2876 1.9713 0.4037 -0.727 -1.416 1.101 -0.0688
H -0.0609 -1.2752 -1.4627 -0.421 0.083 0.165 -0.0968
H 1.4550 0.9754 -1.6939 -0.480 -0.602 -0.005 -0.0016
H -1.6783 1.1394 2.8059 0.527 0.353 -0.472 0.0171
H -3.1195 -2.0884 -0.4757 -0.264 0.031 0.128 0.0040
H 0.3634 2.7697 -0.4778 -0.568 -0.267 -1.143 -0.0030
H 0.6784 -0.2777 2.2395 0.139 0.621 0.246 0.0675
C -0.9848 1.7739 0.7379 -0.578 -0.787 1.271 -0.0156
O -0.2596 -0.1021 2.0907 -0.391 -1.539 -0.610 -0.1084
H -3.5687 -0.5908 -0.2829 -0.167 -0.368 0.036 0.0067
O 2.8021 -2.0814 0.2860 0.117 -1.272 0.213 -0.5660
H -1.7498 1.2098 0.2155 0.007 -0.812 -0.019 0.0115
C 0.4913 0.7587 -1.2184 -2.245 1.650 1.261 0.4698
C -0.7606 1.2014 2.1818 0.128 0.957 -0.676 0.2344
H -0.4133 0.6436 -4.1716 -0.193 0.098 0.084 0.0405
H -0.1088 -0.7305 0.2142 0.461 0.041 -1.338 -0.0811
H -1.5267 2.7329 0.7525 0.878 0.212 0.333 -0.0295
H -0.0004 1.8499 2.6327 -0.363 0.014 0.324 -0.0129
O -2.8295 -1.1712 -0.4913 0.528 0.294 -0.114 -0.0075
O -1.4350 -2.9106 1.8490 0.433 -1.029 -0.338 -0.0603
H -2.1128 -2.8800 2.5273 -0.056 0.640 -0.163 -0.0224
H 3.6368 -0.3202 0.5845 0.077 -0.199 -0.167 0.0706
H 2.8286 -2.6788 1.0671 -0.336 0.509 0.331 0.1210
O 3.2053 0.3958 0.1034 -0.307 0.792 -0.180 0.2958
H 1.2905 -1.1304 -0.6203 0.628 0.047 0.528 -0.1315
H 3.0114 -2.7857 -0.3667 0.034 0.379 -0.521 0.2162
C 0.3042 1.7490 -0.0650 1.679 2.325 -0.355 0.0011
N 0.3731 -0.6871 -0.7449 0.182 0.663 0.426 0.7472
H -1.1165 1.9584 -2.5161 0.914 -0.185 0.955 0.0294
H 3.8101 1.1399 0.0308 0.236 -0.100 0.153 -0.0051
```
Positions in Å, forces in eV/Å.


(6)
Density functional theory data (the ωB97M-V functional and the def2-TZVPD basis) for C5H5NO2 in the gas phase in a non-equilibrium geometry.

Computed properties:
HOMO energy	-9.24	eV
energy above the lowest of the compared OMol25 structures with the same formula, charge and spin	159.31	kcal/mol
strongest force on any atom	6.93	eV/Å
gap between HOMO and LUMO	0.347	hartree
total charge	0
E	-10844.4065	eV
structure (SMILES)	C#CC(=O)N(O)C=C

The geometry in XYZ format:
```
13
Properties=species:S:1:pos:R:3:forces:R:3:lowdin_charge:R:1
H 2.8518 0.2908 -0.6207 -1.812 -2.799 1.668 0.1108
C -1.0456 0.7849 0.2105 -1.662 1.482 -1.839 -0.4536
C -2.1601 -0.1354 0.0951 2.912 1.122 1.198 -0.0376
O -1.3000 1.9310 -0.1540 0.303 -0.579 0.992 0.0817
C 2.3071 -0.7150 -0.1868 -0.887 0.212 -1.521 0.0113
O 1.1390 1.4671 -0.1305 -3.999 3.028 4.784 -0.1026
C 0.9630 -0.7363 0.2460 1.427 -0.641 0.384 -0.1522
H 0.6828 2.2813 0.4710 2.116 -2.405 -2.952 0.2001
H 2.9266 -1.6488 -0.5137 -1.737 1.487 1.164 0.0710
H 0.2193 -1.4692 0.6392 1.674 -0.901 -0.813 0.1208
H -3.7460 -1.6683 -0.4343 0.684 1.557 0.469 0.0734
N 0.2379 0.4393 0.5413 3.832 1.987 -2.474 -0.0621
C -3.0758 -0.8213 -0.1632 -2.850 -3.550 -1.060 0.1391
```
Positions in Å, forces in eV/Å.